Molecular formula: C42H106O33S8
Method: DFT, ωB97M-V/def2-TZVPD

Geometry as ORCA input:
```
! RIJCOSX wB97M-V def2-TZVPD def2/J DEFGRID3
* xyz 0 1
C 11.4408 -9.0573 13.3540
C 11.1966 -10.3760 12.7675
O 9.7672 -10.6152 12.7264
S 8.8375 -10.5708 14.1610
C 7.9566 -12.1212 13.8153
O 9.6975 -10.7286 15.3995
O 7.9603 -9.4294 14.0407
H 10.8365 -8.2550 12.9308
H 12.5128 -8.8843 13.2589
H 11.2899 -9.0685 14.4335
H 11.6605 -10.6131 11.8100
H 11.6024 -11.1718 13.3921
H 7.5037 -12.0568 12.8259
H 7.2064 -12.2752 14.5909
H 8.6946 -12.9058 13.6484
C 15.0276 -1.1149 7.3170
C 16.3692 -1.6547 6.6671
O 16.9711 -0.5038 6.1452
S 18.6108 -0.6155 5.9626
C 18.6306 -1.7565 4.5847
O 19.1596 0.6664 5.5405
O 19.2641 -1.2789 7.1095
H 15.2360 -0.3881 8.1021
H 14.5415 -2.0465 7.6067
H 14.4191 -0.6394 6.5477
H 16.9239 -2.1673 7.4529
H 16.2035 -2.3177 5.8179
H 18.4978 -2.8069 4.8438
H 19.7061 -1.7280 4.4096
H 18.0416 -1.4153 3.7333
C 20.6938 -6.3020 2.3917
C 20.1971 -4.8602 2.0873
O 20.8534 -4.4412 0.8798
S 21.7673 -3.0792 1.1046
C 23.2259 -3.6249 2.1591
O 22.2534 -2.6902 -0.2528
O 20.8883 -2.2802 1.8680
H 20.2421 -7.0739 1.7687
H 20.3783 -6.5230 3.4114
H 21.7677 -6.4188 2.5374
H 19.1172 -4.7343 2.0096
H 20.5537 -4.2671 2.9295
H 23.8902 -4.3422 1.6771
H 22.9191 -4.1580 3.0590
H 23.8345 -2.7433 2.3602
C 10.8148 -9.7065 8.2336
C 11.5371 -9.3038 6.9410
O 12.2358 -8.0501 7.1542
S 13.8601 -8.0362 7.5315
C 14.5113 -7.8103 5.8574
O 14.0326 -6.9392 8.4767
O 14.2412 -9.4059 7.8883
H 11.3166 -9.5645 9.1907
H 10.4463 -10.7298 8.1618
H 9.9816 -9.0100 8.3269
H 12.1972 -10.0827 6.5594
H 10.8217 -9.0367 6.1632
H 14.8446 -8.7842 5.4988
H 15.3278 -7.1131 6.0452
H 13.6748 -7.3536 5.3284
C 21.8984 -7.9228 18.2575
C 20.7123 -7.6065 17.3302
O 21.3124 -7.4745 16.0535
S 20.2987 -7.2846 14.8004
C 19.7574 -8.9085 14.4834
O 19.2038 -6.4629 15.4316
O 20.9720 -6.6843 13.6106
H 21.6517 -8.4920 19.1538
H 22.4519 -7.0399 18.5772
H 22.6136 -8.5312 17.7039
H 19.9641 -8.3984 17.2969
H 20.1998 -6.7003 17.6531
H 18.9335 -8.9783 15.1936
H 20.5727 -9.5671 14.7828
H 19.4680 -9.0279 13.4393
C 25.8540 -3.6982 6.1437
C 24.8689 -2.7853 5.2505
O 23.6339 -3.5258 5.3668
S 22.2037 -2.7320 5.7040
C 22.2898 -2.8222 7.5383
O 22.3792 -1.3985 5.0689
O 21.1095 -3.5704 5.2404
H 26.8271 -3.8162 5.6669
H 25.4670 -4.7170 6.1648
H 25.8931 -3.3209 7.1656
H 24.7985 -1.7525 5.5919
H 25.1318 -2.8634 4.1955
H 21.4409 -2.1862 7.7892
H 23.2866 -2.5472 7.8830
H 22.1745 -3.8809 7.7708
C 11.4728 -5.3078 8.7106
C 11.4772 -6.1732 9.9443
O 10.8169 -5.3749 10.9913
S 11.6578 -5.1030 12.4324
C 12.8657 -3.9920 11.7000
O 10.7816 -4.3839 13.3991
O 12.3500 -6.3333 12.7626
H 11.1713 -6.0424 7.9639
H 12.3957 -4.8243 8.3903
H 10.5338 -4.7794 8.5455
H 10.9022 -7.0866 9.7922
H 12.4944 -6.4624 10.2082
H 12.3666 -3.2604 11.0646
H 13.5938 -4.5108 11.0764
H 13.3098 -3.4861 12.5572
C 14.1027 -12.3232 10.0905
C 13.8344 -13.8291 9.7949
O 13.3172 -14.0838 8.4869
S 12.8300 -15.6221 8.2222
C 12.8465 -15.6775 6.3452
O 13.8865 -16.5207 8.6426
O 11.4725 -15.7166 8.7029
H 14.5492 -11.8765 9.2022
H 14.7327 -12.0836 10.9472
H 13.1031 -11.8956 10.1680
H 14.7480 -14.3953 9.9762
H 13.1060 -14.1084 10.5562
H 12.2594 -16.5020 5.9407
H 13.8998 -15.6417 6.0671
H 12.4402 -14.7597 5.9200
C 22.2418 -9.7550 11.7111
O 23.2373 -10.2244 10.7770
C 24.0714 -9.2888 10.0999
C 23.4123 -8.6754 8.8367
O 23.1240 -9.7663 7.9223
C 21.9271 -9.5617 7.1787
C 22.0354 -10.4412 5.9287
O 21.0899 -9.8150 4.9456
C 21.5187 -10.1422 3.6442
H 21.6962 -10.6177 12.0934
H 21.5357 -9.3136 11.0078
H 22.3804 -8.9932 12.4783
H 24.9022 -9.8902 9.7311
H 24.5202 -8.6194 10.8338
H 24.1202 -7.9321 8.4700
H 22.4254 -8.2404 8.9947
H 21.7234 -8.5261 6.9063
H 21.0317 -9.9027 7.6984
H 21.6734 -11.4504 6.1253
H 23.0310 -10.5527 5.4992
H 20.6631 -9.7670 3.0827
H 21.5831 -11.2003 3.3904
H 22.5309 -9.8966 3.3229
C 15.4327 -8.9526 16.8132
O 16.2098 -10.1177 16.9085
C 17.4630 -9.8832 17.5843
C 18.4278 -10.9892 17.4700
O 18.8629 -11.2605 16.1656
C 18.8604 -12.6460 15.8133
C 18.8072 -12.7579 14.2055
O 17.6059 -12.6179 13.4886
C 16.9635 -11.2263 13.5908
H 15.9428 -8.1016 16.3618
H 15.1667 -8.7798 17.8560
H 14.4562 -9.0938 16.3499
H 17.3445 -9.4994 18.5975
H 17.9314 -9.0332 17.0880
H 18.1579 -11.8515 18.0796
H 19.2255 -10.5161 18.0427
H 18.0567 -13.2505 16.2336
H 19.7542 -13.1180 16.2213
H 19.0342 -13.7404 13.7916
H 19.5338 -12.0648 13.7814
H 16.8310 -10.9134 14.6264
H 15.9886 -11.4541 13.1598
H 17.3555 -10.4517 12.9316
C 18.8562 -6.4652 5.9054
O 17.9216 -5.9519 6.8948
C 18.5679 -4.9110 7.7639
C 17.6622 -4.7641 8.9859
O 17.9408 -5.8869 9.8482
C 17.3178 -7.2216 9.6522
C 17.3827 -8.1889 10.9101
O 16.3131 -9.1382 10.9804
C 14.9192 -8.7342 11.2602
H 19.7715 -6.8520 6.3533
H 19.1709 -5.6202 5.2929
H 18.2418 -7.1076 5.2745
H 18.7539 -3.9400 7.3049
H 19.4707 -5.3247 8.2131
H 16.6395 -4.4861 8.7309
H 17.9283 -3.8642 9.5405
H 17.8067 -7.6891 8.7975
H 16.2843 -6.9432 9.4462
H 17.4117 -7.5584 11.7987
H 18.1927 -8.9165 10.8599
H 14.6746 -7.7469 10.8682
H 14.6889 -8.6409 12.3215
H 14.3102 -9.4236 10.6754
*
```

F_max: 0.107 hartree/bohr
Relative energy (zero: lowest compared OMol25 entry of this formula, charge and spin): 211.1 kcal per mole
E_HOMO: -9.588 eV
LUMO energy: -0.091 eV
DFT total energy: -7331.68871 Ha
Orbital gap: 9.497 eV
Molar mass: 1395.813 u



Molecular formula: C42H107N7O15
Method: DFT, ωB97M-V/def2-TZVPD

Geometry as ORCA input:
```
! RIJCOSX wB97M-V def2-TZVPD def2/J DEFGRID3
* xyz 0 1
C 1.7152 -1.0831 -0.3737
O 0.3807 -0.6644 -0.3582
C 0.0986 0.2937 -1.2955
C -1.3838 0.3321 -1.4896
C -1.8661 0.9816 -2.7672
N -1.9582 0.9983 -0.3135
H 1.9713 -1.6798 -1.2600
H 2.0103 -1.6363 0.5161
H 2.3672 -0.1931 -0.4255
H 0.5300 1.2748 -1.0442
H 0.5211 0.1002 -2.2950
H -1.7889 -0.6936 -1.4867
H -1.8453 0.4052 -3.7012
H -1.4751 1.9986 -2.9086
H -2.9594 1.1364 -2.7537
H -2.9567 0.8864 -0.1418
H -1.4779 0.6634 0.5211
C -3.0577 -1.4759 -6.6360
O -3.6666 -2.4906 -5.8627
C -2.6891 -3.3162 -5.1968
C -3.2591 -4.1810 -4.1122
N -3.7930 -3.4251 -2.9721
C -4.5584 -4.2197 -2.0271
C -4.7193 -3.6854 -0.6205
O -3.6992 -3.9977 0.2814
C -2.5669 -3.1551 0.3677
H -2.7007 -0.6864 -5.9645
H -3.8338 -1.1060 -7.2993
H -2.1861 -1.7949 -7.2235
H -1.9805 -2.6087 -4.7305
H -2.2276 -3.9594 -5.9581
H -2.6067 -5.0128 -3.8784
H -4.1813 -4.6106 -4.5883
H -4.3746 -2.6771 -3.3301
H -4.0991 -5.2098 -1.9350
H -5.5746 -4.3545 -2.4465
H -5.5738 -4.2295 -0.2190
H -4.8405 -2.5963 -0.5960
H -2.1863 -3.3672 1.3659
H -2.7420 -2.1049 0.1199
H -1.7781 -3.4924 -0.3205
C -3.7724 -5.3569 3.6972
O -2.6347 -6.0911 3.4726
C -2.5954 -6.8142 2.2588
C -1.1499 -6.8284 1.7161
N -0.3446 -7.7353 2.4527
C 1.0464 -7.8414 1.9861
C 1.6993 -6.5245 1.6885
O 1.3834 -6.1070 0.4028
C 1.5667 -4.7195 0.1661
H -4.6845 -5.9685 3.7374
H -3.8504 -4.5238 2.9940
H -3.7448 -4.9389 4.7088
H -3.2713 -6.4102 1.4926
H -2.8896 -7.8768 2.3566
H -0.8445 -5.7731 1.7220
H -1.2893 -7.1398 0.6741
H -0.4334 -7.6417 3.4507
H 1.0203 -8.4303 1.0665
H 1.6029 -8.3375 2.7798
H 2.7961 -6.6656 1.7290
H 1.5014 -5.7838 2.4761
H 1.5023 -4.5496 -0.9097
H 2.5928 -4.3913 0.4205
H 0.8106 -4.1119 0.6827
C -2.7171 -1.0900 7.1144
O -3.4073 -1.1921 5.9104
C -2.5278 -1.2544 4.8216
C -3.3429 -1.3959 3.5409
N -4.3639 -0.4230 3.1669
C -5.1605 -1.0559 2.1578
C -5.6747 -0.0534 1.1320
O -4.5731 0.8497 0.9203
C -4.9767 2.0932 0.4616
H -3.4234 -0.9804 7.9333
H -2.0650 -0.1979 7.1622
H -2.0256 -1.9250 7.3053
H -1.8982 -2.1558 4.8694
H -1.8710 -0.3693 4.7552
H -3.8697 -2.3611 3.6096
H -2.7094 -1.5442 2.6482
H -3.9032 0.3686 2.7276
H -6.0326 -1.5653 2.5851
H -4.6019 -1.8260 1.5953
H -6.4738 0.5384 1.6062
H -6.0515 -0.5025 0.2103
H -5.7352 2.5580 1.1153
H -5.4084 2.1562 -0.5469
H -4.1293 2.7781 0.5148
C 2.7974 0.1405 3.3618
O 2.0480 1.1089 3.9738
C 0.8075 0.7274 4.4618
C -0.1930 0.2975 3.3803
N -0.9553 1.3820 2.7802
C -0.1459 2.4376 2.1623
C -0.9378 3.5266 1.4508
O -1.2233 4.5514 2.3290
C -2.1012 5.5207 1.7458
H 2.4533 -0.1674 2.3688
H 2.9047 -0.7546 4.0053
H 3.8346 0.4765 3.2912
H 0.3459 1.4581 5.1261
H 0.9956 -0.1499 5.1148
H -0.9183 -0.3958 3.8200
H 0.3456 -0.2987 2.6352
H -1.5789 1.7508 3.4925
H 0.4740 1.9434 1.4000
H 0.5705 2.9320 2.8394
H -1.8497 3.1698 0.9591
H -0.3046 3.7633 0.5708
H -1.4789 6.0526 1.0142
H -2.5096 6.1415 2.5295
H -2.8924 5.0292 1.1660
C 4.4749 3.9864 -1.8472
O 3.1244 4.1439 -1.5086
C 2.2754 4.2964 -2.6365
C 0.8082 4.4097 -2.2748
N 0.3315 5.6578 -1.6067
C 1.0602 6.8770 -1.9376
C 0.9856 7.9465 -0.8538
O 1.9015 7.8254 0.1827
C 1.4997 7.0244 1.2454
H 4.7344 4.7256 -2.6259
H 4.6818 2.9994 -2.2694
H 5.0938 4.2829 -1.0050
H 2.3618 3.3946 -3.2791
H 2.5588 5.1282 -3.3007
H 0.3885 3.5705 -1.7257
H 0.3806 4.4607 -3.2957
H 0.3675 5.4261 -0.6208
H 0.6576 7.3435 -2.8367
H 2.1468 6.6972 -1.9280
H -0.0200 8.1261 -0.4333
H 1.1935 8.8995 -1.3521
H 1.3781 5.9977 0.8956
H 0.5216 7.3559 1.6331
H 2.1670 7.1387 2.0911
C 5.9527 0.2553 -2.3427
O 5.6705 -0.3251 -1.0764
C 5.2130 0.4881 -0.0475
C 6.3546 1.3207 0.5531
N 7.3927 0.3620 0.8618
C 8.7424 0.8060 0.7321
C 9.0916 2.0222 1.6186
O 10.4872 2.0205 1.8987
C 11.2534 2.6873 0.9718
H 5.0655 0.0495 -2.9905
H 6.6530 -0.3790 -2.8860
H 6.0414 1.3339 -2.4461
H 4.7094 -0.0935 0.7254
H 4.4312 1.1621 -0.4287
H 6.0748 1.9625 1.3850
H 6.6112 1.9396 -0.3352
H 7.2058 -0.4706 0.3250
H 8.8599 1.2689 -0.2817
H 9.4911 0.0218 0.7369
H 8.6083 1.9451 2.5942
H 8.8124 2.9306 1.0798
H 11.1695 3.7815 0.9946
H 11.1097 2.3656 -0.0742
H 12.3093 2.4470 1.1280
O -1.7102 2.4724 -6.1385
C -2.8531 2.3758 -6.9706
C -3.3735 0.9667 -6.9964
O -3.8330 0.6280 -5.7077
H -1.9754 2.2192 -5.2424
H -3.6051 3.1214 -6.6916
H -2.4867 2.6037 -7.9730
H -2.5023 0.4209 -7.3946
H -4.1924 0.8211 -7.7097
H -4.4037 -0.1414 -5.7399
*
```

F_max: 0.064 hartree/bohr
Relative energy (zero: lowest compared OMol25 entry of this formula, charge and spin): 77.6 kcal per mole
E_HOMO: -8.360 eV
LUMO energy: 0.437 eV
DFT total energy: -3175.83425 Ha
Orbital gap: 8.797 eV
Molar mass: 950.352 u



molar mass of number 1 (C42H106O33S8)?
1395.813 u



Which of these has the lowest LUMO energy?
C42H106O33S8